Entry 1:
12
Properties=species:S:1:pos:R:3 method="wB97M-V/def2-TZVPD" homo_lumo_gap_ev=9.814 e_tot_ha=-302.66418 total_charge=+1 de_lowest_kcal_mol=12.3 smiles="C=CC=[N+]=CC#N" homo_energy_ev=-15.73
C -2.707 -0.264 -0.071
C -1.438 -0.560 0.252
C -0.382 0.101 -0.428
N 0.878 0.086 -0.163
C 2.024 0.441 0.228
C 3.410 0.011 0.008
N 4.499 -0.306 -0.113
H -3.537 -0.696 0.466
H -2.954 0.436 -0.856
H -1.200 -1.245 1.053
H -0.648 0.702 -1.299
H 2.054 1.296 0.924

***

Entry 2:
13
Properties=species:S:1:pos:R:3 method="wB97M-V/def2-TZVPD" homo_lumo_gap_ev=8.539 e_tot_ha=-700.79722 total_charge=+1 de_lowest_kcal_mol=70.6 smiles="C1=[NH+][C@@H]2N[C@@H]3C=1[C@@H]3S2" homo_energy_ev=-14.31
C -1.131 1.458 -0.080
N -1.613 0.513 0.656
C -0.815 -0.731 0.328
N 0.623 -0.355 0.443
C 1.005 0.480 -0.604
C -0.183 1.359 -0.980
C 0.197 0.120 -1.839
S -0.955 -1.172 -1.472
H -2.495 0.704 1.095
H -1.035 -1.527 0.924
H 0.982 -0.040 1.329
H 2.005 0.752 -0.419
H 0.571 0.321 -2.776

***

Entry 3:
13
Properties=species:S:1:pos:R:3 method="wB97M-V/def2-TZVPD" homo_lumo_gap_ev=9.250 e_tot_ha=-357.67415 total_charge=0 de_lowest_kcal_mol=61.8 smiles=c1ncc2c(n1)CN2 homo_energy_ev=-8.83
C -0.992 0.574 1.948
N -1.934 0.366 1.096
C -1.655 -0.057 -0.193
C -0.285 0.016 -0.691
C 0.641 0.168 0.313
N 0.288 0.481 1.609
C 1.737 -0.381 -0.611
N 0.540 -0.634 -1.588
H -1.149 1.118 2.975
H -2.524 -0.573 -0.814
H 2.488 -1.193 -0.299
H 2.394 0.392 -1.088
H 0.452 -0.275 -2.656

***

Entry 4:
13
Properties=species:S:1:pos:R:3 method="wB97M-V/def2-TZVPD" homo_lumo_gap_ev="8.271 / 5.070" e_tot_ha=-357.48026 total_charge=0 s_squared=2.0181 multiplicity=3 de_lowest_kcal_mol=97.5 homo_energy_ev="-7.39 / -9.30"
C -1.626 2.621 -0.403
C -1.399 1.447 -0.200
C -0.517 -2.290 -0.738
C 0.451 -0.677 0.302
C 1.478 0.260 0.900
N 0.638 -1.994 -0.015
N -1.292 -1.236 -0.927
N -0.621 -0.300 -0.313
H -1.739 3.719 -0.378
H -0.735 -3.198 -1.226
H 1.939 0.033 1.862
H 2.333 0.339 0.204
H 1.090 1.277 0.932

***

Entry 5:
14
Properties=species:S:1:pos:R:3 method="wB97M-V/def2-TZVPD" homo_lumo_gap_ev=9.580 e_tot_ha=-432.91007 total_charge=0 de_lowest_kcal_mol=83.9 smiles=N#Cc1[nH]cnc1CO homo_energy_ev=-9.30
N -2.506 1.775 -0.841
C -1.936 0.818 -0.464
C -0.832 -0.219 -0.100
N -0.937 -1.640 -0.291
C 0.224 -2.283 -0.057
N 1.187 -1.327 0.098
C 0.594 -0.105 -0.012
C 1.138 1.207 0.481
O 0.881 2.092 -0.806
H -1.828 -2.295 -0.175
H 0.342 -3.367 0.209
H 2.241 0.805 0.610
H 0.546 1.615 1.593
H 0.885 2.923 -0.246

***

Entry 6:
15
Properties=species:S:1:pos:R:3 method="wB97M-V/def2-TZVPD" homo_lumo_gap_ev=9.457 e_tot_ha=-508.27400 total_charge=0 de_lowest_kcal_mol=0.0 homo_energy_ev=-9.61
H 2.292 -2.323 2.091
N 2.226 -1.536 1.348
C 1.027 -1.615 0.953
O 0.218 -2.524 1.687
C 0.253 -0.581 0.255
C 0.652 0.602 -0.294
N -0.507 1.163 -0.797
C -0.594 2.339 -1.557
O -1.631 2.740 -2.006
C -1.553 0.339 -0.445
N -1.120 -0.727 0.159
H -0.704 -2.313 1.458
H 1.625 1.072 -0.384
H 0.393 2.798 -1.748
H -2.579 0.566 -0.721

***

Entry 7:
16
Properties=species:S:1:pos:R:3 method="wB97M-V/def2-TZVPD" homo_lumo_gap_ev=8.862 e_tot_ha=-583.28459 total_charge=0 de_lowest_kcal_mol=142.3 homo_energy_ev=-10.14
C 0.560 -1.626 0.241
C 1.236 0.693 0.188
C 2.787 0.296 0.090
C -0.550 1.628 -0.156
C -0.907 0.392 0.110
H -0.036 -2.280 1.066
H 1.664 -2.015 -0.009
H 0.064 -2.039 -0.669
H 3.585 1.142 0.584
H -1.209 2.392 -0.761
N 0.307 -0.356 0.102
N 0.813 1.914 -0.175
N -2.170 -0.275 -0.035
O 3.274 -0.834 -0.198
O -3.105 0.474 0.328
O -2.103 -1.450 -0.418

***

Entry 8:
15
Properties=species:S:1:pos:R:3 method="wB97M-V/def2-TZVPD" homo_lumo_gap_ev="7.848 / 7.849" e_tot_ha=-831.12290 total_charge=0 de_lowest_kcal_mol=39.1 homo_energy_ev="-8.00 / -8.00"
C 1.103 0.543 1.858
C 0.269 0.968 -1.608
C -1.253 -0.092 0.546
C 0.753 -0.368 -1.903
C 0.897 0.572 0.459
N 1.072 0.173 2.952
N 0.536 1.489 -0.498
N -1.548 -0.589 1.737
O -1.592 -0.081 -0.611
S 1.526 -0.919 -0.341
H -0.367 1.509 -2.284
H -0.059 -1.080 -2.111
H 1.609 -0.473 -2.542
H -0.851 -0.249 2.452
H -2.096 -1.403 1.894

***

Entry 9:
15
Properties=species:S:1:pos:R:3 method="wB97M-V/def2-TZVPD" homo_lumo_gap_ev=8.198 e_tot_ha=-831.17010 total_charge=0 de_lowest_kcal_mol=9.5 homo_energy_ev=-8.23
C -0.610 1.323 -1.080
N -0.183 0.298 -0.125
C -0.861 0.095 1.138
O -1.974 0.787 1.401
C -0.292 -0.834 1.966
S 1.048 -1.639 1.145
C 0.792 -0.572 -0.231
N 1.504 -0.499 -1.425
C 2.457 -1.343 -1.770
N 3.139 -2.070 -2.368
H -0.906 2.192 -0.520
H 0.289 1.492 -1.738
H -1.454 0.935 -1.525
H -2.062 1.136 2.316
H -0.887 -1.303 2.815

***

Entry 10:
16
Properties=species:S:1:pos:R:3 method="wB97M-V/def2-TZVPD" homo_lumo_gap_ev=6.786 e_tot_ha=-562.94703 total_charge=-1 de_lowest_kcal_mol=92.5 homo_energy_ev=-3.05
C 0.277 -1.238 -0.886
C -0.498 0.019 -1.126
C -1.841 -0.030 -0.522
C 1.442 -0.972 -0.113
C 0.319 1.021 -0.364
N -3.583 -0.557 1.018
N -2.559 -0.326 0.352
N 1.425 0.459 0.210
N 2.479 1.066 0.889
O 2.388 -1.729 0.227
O -0.053 2.182 -0.186
H -0.099 -2.252 -1.246
H -0.492 0.181 -2.163
H -4.280 0.152 1.038
H 2.900 0.328 1.306
H 2.176 1.697 1.568

***

Entry 11:
17
Properties=species:S:1:pos:R:3 method="wB97M-V/def2-TZVPD" homo_lumo_gap_ev=7.778 e_tot_ha=-940.65470 total_charge=0 de_lowest_kcal_mol=3.9 homo_energy_ev=-8.09
O -2.345 2.459 1.916
N -1.928 1.149 1.631
C -1.122 0.881 0.659
N -0.168 1.609 -0.052
C 0.725 1.038 -0.861
S 2.069 1.888 -1.387
C 0.854 -0.400 -0.796
N 1.864 -1.326 -1.197
C 1.307 -2.579 -0.931
N 0.114 -2.456 -0.320
C -0.110 -1.074 -0.271
N -1.124 -0.462 0.514
H -2.862 2.593 2.753
H -0.124 2.598 0.181
H 2.823 -1.137 -1.548
H 1.650 -3.572 -1.366
H -1.621 -1.209 1.074

***

Entry 12:
16
Properties=species:S:1:pos:R:3 method="wB97M-V/def2-TZVPD" homo_lumo_gap_ev="8.277 / 8.276" e_tot_ha=-522.01006 total_charge=-1 de_lowest_kcal_mol=35.3 homo_energy_ev="-5.61 / -5.61"
C -0.582 -1.474 1.375
C -1.278 0.739 -0.259
C 1.174 -0.061 0.017
C 2.109 -0.970 -0.804
C -0.277 -0.263 -0.342
N -0.932 -2.046 2.291
N -3.166 1.679 -0.452
N -2.510 0.673 -0.861
N -1.260 1.814 0.559
N -2.406 2.432 0.374
N 1.573 0.709 0.908
H 2.801 -0.288 -1.459
H 1.580 -1.824 -1.300
H 2.896 -1.405 -0.173
H -0.552 -1.022 -1.099
H 0.830 1.307 1.226